Version i
ORCA calculation (wB97M-V/def2-TZVPD) on a structure of composition C43H43MoN4O9P4S.

Last column: Mulliken spin population.
Atoms and positions in Å:
Mo (0.0481, 1.2313, -0.7602)  1.968
O (-0.4923, 3.4220, 2.5381)  0.016
C (-0.1471, 3.0484, 1.4681)  0.022
O (0.0865, 1.7563, 1.2050)  0.100
C (0.3040, 3.9876, 0.3133)  -0.023
C (0.2925, 5.3494, 0.5202)  0.003
C (0.8218, 6.1570, -0.4416)  0.002
C (1.4415, 5.5943, -1.5725)  0.003
C (2.1187, 6.3996, -2.5481)  0.000
C (2.8560, 5.8162, -3.5287)  -0.001
C (2.9850, 4.4168, -3.5814)  0.001
C (2.2500, 3.6546, -2.7310)  -0.006
C (1.4559, 4.1900, -1.6827)  0.027
N (0.7857, 3.3847, -0.7798)  -0.010
H (-0.1180, 5.6840, 1.4580)  0.001
H (0.8449, 7.2449, -0.3411)  0.000
H (2.0615, 7.4855, -2.4661)  0.000
H (3.3958, 6.4456, -4.2003)  0.000
H (3.6400, 3.9516, -4.3003)  0.000
H (2.2782, 2.5790, -2.8551)  0.006
C (0.0463, -6.0246, 3.4913)  0.000
S (-1.3076, -4.9838, 4.0910)  0.000
C (-2.1348, -4.6324, 2.5269)  0.000
C (-1.4548, -3.7165, 1.5174)  0.002
C (-1.1463, -2.3506, 2.0959)  -0.001
N (-0.8054, -1.3117, 1.0795)  -0.008
P (-1.9210, -0.3349, 0.2604)  -0.088
C (-3.1112, -1.5730, -0.3506)  -0.034
C (-4.1320, -2.0288, 0.4584)  0.003
C (-4.9032, -3.1236, 0.0337)  -0.001
C (-4.6725, -3.7236, -1.1906)  0.000
C (-3.6777, -3.2292, -2.0271)  0.002
C (-2.8994, -2.1767, -1.5900)  0.014
C (-2.8170, 0.5446, 1.5573)  -0.003
C (-4.0534, 1.0983, 1.2725)  0.003
C (-4.7348, 1.8770, 2.2073)  0.002
C (-4.1881, 2.0801, 3.4626)  -0.004
C (-2.9707, 1.4705, 3.7819)  0.002
C (-2.2664, 0.7441, 2.8200)  -0.001
P (0.6517, -1.0160, 0.3417)  -0.027
C (1.1126, -2.4932, -0.5553)  -0.082
C (1.8031, -3.5397, 0.0565)  -0.001
C (1.9451, -4.7706, -0.5703)  0.000
C (1.4656, -4.9178, -1.8530)  0.000
C (0.7484, -3.9208, -2.4840)  0.007
C (0.5786, -2.7087, -1.8243)  0.029
C (1.9578, -0.8242, 1.5861)  -0.007
C (3.2963, -1.0779, 1.2568)  0.002
C (4.3075, -0.8826, 2.2209)  0.001
C (3.9815, -0.4704, 3.5178)  -0.002
C (2.6605, -0.1515, 3.8214)  0.001
C (1.6545, -0.3408, 2.8765)  0.005
H (0.7993, -6.1072, 4.2959)  0.000
H (0.5086, -5.5292, 2.6381)  0.000
H (-0.2794, -7.0272, 3.2054)  0.000
H (-3.0590, -4.1507, 2.8127)  0.000
H (-2.4468, -5.5394, 2.0352)  0.000
H (-2.1449, -3.5912, 0.7224)  0.000
H (-0.5634, -4.1513, 1.0543)  0.000
H (-0.3645, -2.4091, 2.8703)  -0.001
H (-2.0077, -1.9725, 2.6510)  0.000
H (-4.3677, -1.5348, 1.4353)  0.000
H (-5.6864, -3.4792, 0.6786)  0.000
H (-5.2755, -4.5695, -1.5305)  0.000
H (-3.5028, -3.6953, -2.9871)  0.000
H (-2.1507, -1.7636, -2.2628)  0.005
H (-4.5052, 0.9210, 0.3164)  0.000
H (-5.7135, 2.3093, 1.9294)  0.000
H (-4.7125, 2.6226, 4.2185)  0.000
H (-2.5529, 1.6212, 4.7614)  0.000
H (-1.2939, 0.3338, 3.0706)  0.005
H (2.1881, -3.4269, 1.0584)  0.000
H (2.3954, -5.5794, -0.0279)  0.000
H (1.5873, -5.8710, -2.3240)  0.000
H (0.3620, -4.1212, -3.4757)  0.001
H (0.0106, -1.9388, -2.3038)  0.041
H (3.5543, -1.4994, 0.2816)  -0.001
H (5.3271, -1.1087, 1.9371)  0.000
H (4.7503, -0.3493, 4.2695)  0.000
H (2.4048, 0.2404, 4.8080)  0.000
H (0.6432, -0.1228, 3.1198)  0.004
O (-0.7627, 1.3847, -5.2254)  0.001
P (-0.7183, 2.2353, -3.8819)  0.005
O (-0.3676, 3.6574, -4.0367)  0.003
O (0.0597, 1.3420, -2.8989)  0.030
O (-2.2658, 2.0986, -3.4254)  0.002
P (-2.8705, 2.0343, -1.9768)  0.013
O (-3.6515, 3.4075, -1.8211)  -0.001
O (-3.6664, 0.8123, -1.8132)  0.000
O (-1.6766, 2.2208, -1.0012)  -0.002
H (-0.9392, 1.9743, -5.9772)  0.000
H (-4.5852, 3.2840, -1.5990)  0.000
N (3.0329, 2.1576, 0.7633)  0.008
C (3.3161, 1.5234, -0.4170)  0.002
C (4.6412, 1.4840, -0.9296)  -0.003
C (4.8819, 0.8211, -2.0934)  0.001
C (3.8287, 0.1633, -2.7232)  -0.005
C (2.5859, 0.2352, -2.1679)  0.015
N (2.2899, 0.9372, -1.0431)  -0.029
H (3.7940, 2.3952, 1.3707)  -0.001
H (2.1554, 1.9352, 1.2382)  -0.003
H (5.4792, 1.9849, -0.4361)  0.000
H (5.8691, 0.7809, -2.5101)  -0.001
H (4.0051, -0.4382, -3.5992)  0.000
H (1.7383, -0.2313, -2.6560)  -0.016

Values from the calculation:
* total charge: +1
* lowest unoccupied orbital energy (alpha / beta): -3.33 / -3.30 eV
* spin multiplicity: 3
* Kohn-Sham gap (alpha / beta): 7.25 / 7.28 eV
* <S²>: 2.0254
* HOMO energy (alpha / beta): -0.3889 / -0.3889 Eh

---

Version ii
ORCA calculation (wB97M-V/def2-TZVPD) on a structure of composition C43H43MoN4O9P4S.

Last column: Mulliken spin population.
Atoms and positions in Å:
Mo (0.1504, -0.4868, -1.7829)  1.885
O (4.0752, -1.1309, -2.0744)  0.020
C (3.0347, -0.5905, -1.9847)  0.011
O (1.9123, -1.1139, -1.4974)  0.033
C (2.7354, 0.8134, -2.5996)  0.048
C (3.7637, 1.6910, -2.9421)  -0.001
C (3.5266, 3.0123, -2.9578)  0.011
C (2.1817, 3.3959, -2.9853)  -0.017
C (1.8438, 4.7574, -3.1748)  0.010
C (0.5643, 5.1184, -3.1833)  -0.007
C (-0.5120, 4.1741, -3.1299)  0.012
C (-0.2239, 2.8891, -2.8356)  0.011
C (1.1366, 2.4552, -2.7743)  -0.021
N (1.4191, 1.1683, -2.4611)  -0.119
H (4.7622, 1.2990, -2.8870)  0.002
H (4.3379, 3.7952, -3.0259)  -0.002
H (2.6409, 5.5263, -3.2432)  -0.001
H (0.2874, 6.1447, -3.2569)  0.000
H (-1.4946, 4.5258, -3.2405)  0.000
H (-0.9624, 2.0743, -2.7610)  -0.009
C (-4.9563, -1.7051, 5.5634)  0.000
S (-4.0689, -0.6311, 4.4209)  0.000
C (-3.3651, -1.9165, 3.3499)  0.001
C (-2.6079, -1.1983, 2.2433)  0.008
C (-1.2648, -0.6104, 2.7193)  0.002
N (-0.1503, -0.2409, 1.7096)  -0.022
P (-0.3549, 0.7991, 0.4151)  -0.059
C (-2.0164, 1.4852, 0.7192)  -0.004
C (-2.3083, 2.2649, 1.8524)  0.004
C (-3.5673, 2.8331, 2.0073)  0.000
C (-4.5328, 2.6539, 1.0534)  0.000
C (-4.2869, 1.8447, -0.0521)  0.001
C (-3.0032, 1.2781, -0.1840)  -0.005
C (0.8079, 2.1720, 0.4831)  -0.018
C (2.1790, 1.9775, 0.2895)  0.026
C (3.0219, 3.0870, 0.2283)  0.001
C (2.5340, 4.3851, 0.3731)  0.000
C (1.2134, 4.5827, 0.6376)  -0.002
C (0.3467, 3.4680, 0.6862)  0.003
P (1.5004, -0.6601, 2.1156)  0.009
C (1.6241, -2.4111, 1.7675)  -0.006
C (2.8767, -2.9664, 1.5197)  0.005
C (3.0448, -4.3112, 1.1379)  -0.001
C (1.9513, -5.0921, 0.8832)  0.001
C (0.6554, -4.5420, 1.1052)  0.001
C (0.5263, -3.2564, 1.5355)  -0.001
C (1.3748, -0.4761, 3.9231)  0.000
C (1.0858, 0.7982, 4.4082)  0.000
C (0.8511, 0.9962, 5.7619)  0.000
C (0.9994, -0.0520, 6.6749)  0.000
C (1.3759, -1.3261, 6.2120)  0.000
C (1.5756, -1.5322, 4.8404)  -0.001
H (-5.5895, -1.1180, 6.2229)  0.000
H (-4.2921, -2.3483, 6.2293)  0.000
H (-5.5819, -2.3812, 4.9442)  0.000
H (-4.1776, -2.5048, 2.9020)  0.000
H (-2.7807, -2.5664, 4.0241)  0.000
H (-3.3216, -0.4908, 1.8047)  -0.001
H (-2.4201, -1.9302, 1.4546)  -0.006
H (-0.7727, -1.3878, 3.2819)  0.001
H (-1.3749, 0.3102, 3.3004)  0.000
H (-1.5396, 2.4735, 2.5773)  0.001
H (-3.7370, 3.4414, 2.8937)  0.000
H (-5.4820, 3.1912, 1.1155)  0.000
H (-5.0027, 1.7378, -0.7889)  0.000
H (-2.7814, 0.7215, -1.0913)  0.015
H (2.6072, 0.9623, 0.1974)  -0.011
H (4.0943, 2.9035, 0.0871)  0.000
H (3.1456, 5.2520, 0.2877)  0.000
H (0.7637, 5.5521, 0.7641)  -0.001
H (-0.6917, 3.5945, 0.8160)  0.000
H (3.7337, -2.2710, 1.5284)  0.000
H (4.0514, -4.7043, 1.0268)  0.000
H (2.0183, -6.1463, 0.5506)  0.000
H (-0.2481, -5.0933, 1.0052)  0.000
H (-0.4962, -2.9297, 1.8107)  0.001
H (1.0130, 1.6349, 3.7052)  0.000
H (0.6144, 2.0013, 6.1473)  0.000
H (0.8111, 0.0944, 7.7571)  0.000
H (1.5383, -2.1121, 6.9171)  0.000
H (1.8908, -2.5338, 4.5639)  0.000
O (-2.8415, -3.3151, -0.3850)  -0.001
P (-1.8362, -2.7911, -1.5005)  0.020
O (-1.2022, -3.7645, -2.3504)  0.000
O (-0.9583, -1.7969, -0.8109)  0.089
O (-2.8427, -1.9382, -2.4170)  0.002
P (-2.6734, -0.6935, -3.3734)  0.000
O (-2.3413, -1.3331, -4.7923)  0.002
O (-3.8484, 0.1203, -3.5045)  -0.003
O (-1.3997, 0.0167, -2.8136)  0.059
H (-3.0235, -4.2633, -0.5353)  0.000
H (-1.5470, -1.8959, -4.7003)  0.001
N (1.4613, -3.3533, -3.3190)  0.016
C (1.5190, -2.3289, -4.1792)  0.008
C (2.3166, -2.4108, -5.3607)  -0.007
C (2.2637, -1.4281, -6.2798)  0.003
C (1.4243, -0.3149, -6.0474)  -0.001
C (0.7119, -0.2823, -4.9015)  0.025
N (0.7410, -1.2585, -3.9604)  -0.017
H (2.1522, -4.0912, -3.3560)  0.000
H (0.5642, -3.6236, -2.8809)  0.000
H (2.8306, -3.3395, -5.5742)  0.000
H (2.8617, -1.4735, -7.1390)  0.000
H (1.3673, 0.4559, -6.8165)  0.000
H (0.0675, 0.5349, -4.6405)  -0.007

Values from the calculation:
* total charge: +1
* lowest unoccupied orbital energy (alpha / beta): -4.20 / -4.05 eV
* spin multiplicity: 3
* Kohn-Sham gap (alpha / beta): 6.10 / 6.25 eV
* <S²>: 2.0145
* HOMO energy (alpha / beta): -0.3783 / -0.3783 Eh

---

version i has the most favorable energy; the next structure is 221.3 kJ/mol above.